Entry 1:
A structure of composition C45H99N5O7 in a non-equilibrium geometry, computed with ωB97M-V with the def2-TZVPD basis set.

Properties
Maximum force = 7.9 eV/Å
Energy above the lowest of the compared OMol25 structures with the same formula, charge and spin = 840.2 kJ/mol
Net charge = 0
LUMO energy = 0.33 eV
HOMO = -7.9237 eV
DFT total energy = -70040.227 eV

Last column: Löwdin charge in e.
Cartesian coordinates (Å):
C  -20.404  -14.614  -8.862  -0.03
C  -19.811  -13.253  -9.127  -0.50
C  -20.931  -12.216  -8.907  -0.13
C  -20.431  -10.766  -8.768  -0.18
C  -19.440  -10.739  -7.615  -0.15
C  -18.218  -11.643  -7.906  -0.50
N  -18.677  -12.964  -8.254  -0.10
O  -17.588  -13.828  -8.521  -0.01
C  -17.458  -10.853  -9.017  -0.02
C  -17.384  -11.597  -6.614  -0.04
C  -19.400  -13.146  -10.617  -0.03
H  -20.111  -15.390  -9.568  0.08
H  -21.495  -14.647  -8.801  0.08
H  -20.136  -14.925  -7.847  0.09
H  -21.542  -12.192  -9.811  0.12
H  -21.586  -12.459  -8.069  0.12
H  -21.294  -10.113  -8.594  0.11
H  -20.123  -10.359  -9.733  0.10
H  -19.910  -11.068  -6.680  0.12
H  -19.116  -9.725  -7.369  0.12
H  -16.890  -11.509  -9.681  0.05
H  -18.029  -10.146  -9.615  0.07
H  -16.694  -10.216  -8.559  0.08
H  -17.932  -12.063  -5.793  0.09
H  -16.445  -12.148  -6.705  0.08
H  -17.165  -10.553  -6.410  0.08
H  -20.190  -13.462  -11.302  0.08
H  -18.617  -13.891  -10.807  0.06
H  -18.979  -12.197  -10.947  0.08
H  -17.315  -14.126  -7.646  0.10
C  -23.846  -16.114  -12.940  -0.02
C  -23.922  -17.032  -14.202  -0.50
C  -23.788  -18.470  -13.671  -0.15
C  -25.063  -19.101  -13.148  -0.17
C  -26.172  -19.014  -14.211  -0.13
C  -26.475  -17.587  -14.692  -0.50
N  -25.196  -16.863  -14.886  -0.13
O  -25.379  -15.498  -15.223  -0.02
C  -27.125  -17.606  -16.080  -0.04
C  -27.272  -16.796  -13.654  -0.03
C  -22.761  -16.765  -15.164  -0.04
H  -24.051  -16.645  -12.009  0.07
H  -24.526  -15.261  -12.951  0.07
H  -22.846  -15.680  -12.837  0.07
H  -23.316  -19.116  -14.414  0.12
H  -23.169  -18.390  -12.774  0.11
H  -25.375  -18.557  -12.252  0.10
H  -24.878  -20.136  -12.869  0.11
H  -27.063  -19.509  -13.823  0.12
H  -25.863  -19.568  -15.102  0.12
H  -26.457  -17.960  -16.867  0.08
H  -27.859  -18.427  -16.098  0.08
H  -27.676  -16.719  -16.382  0.08
H  -26.766  -16.825  -12.689  0.08
H  -27.487  -15.772  -13.953  0.08
H  -28.263  -17.234  -13.481  0.09
H  -21.848  -16.938  -14.581  0.09
H  -22.654  -15.752  -15.550  0.07
H  -22.712  -17.502  -15.966  0.08
H  -24.962  -15.461  -16.092  0.10
C  -16.463  -12.535  -16.829  0.01
C  -17.859  -11.970  -17.155  -0.44
C  -18.677  -13.071  -17.908  -0.14
C  -19.301  -14.126  -16.966  -0.18
C  -20.094  -13.345  -15.903  -0.13
C  -19.277  -12.376  -15.089  -0.47
N  -18.610  -11.446  -16.031  -0.07
O  -17.836  -10.499  -15.290  -0.01
C  -20.306  -11.512  -14.309  -0.03
C  -18.429  -13.056  -14.018  -0.03
C  -17.764  -10.900  -18.266  -0.01
H  -16.203  -13.213  -17.646  0.08
H  -16.409  -13.180  -15.949  -0.03
H  -15.684  -11.783  -16.707  0.09
H  -19.459  -12.695  -18.565  0.12
H  -18.019  -13.714  -18.499  0.05
H  -18.486  -14.646  -16.449  0.11
H  -19.885  -14.867  -17.509  0.06
H  -20.703  -14.073  -15.353  0.11
H  -20.899  -12.875  -16.485  0.12
H  -20.886  -12.257  -13.752  0.08
H  -19.855  -10.879  -13.547  0.08
H  -21.031  -11.015  -14.952  0.08
H  -17.870  -13.940  -14.326  0.05
H  -17.791  -12.264  -13.618  0.07
H  -19.056  -13.385  -13.193  0.08
H  -18.763  -10.591  -18.569  0.09
H  -17.303  -11.311  -19.167  0.08
H  -17.148  -10.055  -17.947  0.07
H  -18.376  -9.716  -15.460  0.09
C  -15.980  -14.154  -14.590  -0.05
C  -14.568  -13.691  -14.097  -0.47
C  -14.658  -12.217  -13.690  -0.10
C  -15.511  -12.013  -12.431  -0.17
C  -14.907  -12.864  -11.310  -0.13
C  -14.739  -14.343  -11.688  -0.48
N  -14.091  -14.516  -13.003  -0.09
O  -14.022  -15.902  -13.322  -0.01
C  -13.742  -14.916  -10.654  -0.05
C  -16.068  -15.123  -11.488  0.00
C  -13.610  -13.805  -15.298  -0.02
H  -16.302  -13.854  -15.588  -0.01
H  -16.731  -13.788  -13.892  0.01
H  -15.870  -15.240  -14.566  0.11
H  -13.705  -11.766  -13.402  0.13
H  -15.123  -11.664  -14.506  0.11
H  -16.555  -12.302  -12.608  0.07
H  -15.640  -10.966  -12.150  0.12
H  -15.439  -12.806  -10.361  0.09
H  -13.927  -12.403  -11.137  0.12
H  -14.105  -14.763  -9.635  0.09
H  -13.638  -16.006  -10.683  0.07
H  -12.754  -14.502  -10.855  0.09
H  -15.895  -16.109  -11.062  0.08
H  -16.719  -14.602  -10.782  0.05
H  -16.641  -15.191  -12.411  0.07
H  -13.720  -13.048  -16.072  0.08
H  -13.587  -14.821  -15.689  0.08
H  -12.595  -13.610  -14.927  0.09
H  -13.116  -16.081  -13.049  0.11
C  -15.184  -15.807  -18.955  -0.02
C  -16.425  -15.458  -19.778  -0.48
C  -16.391  -16.209  -21.125  -0.14
C  -17.727  -16.401  -21.847  -0.17
C  -18.732  -17.015  -20.896  -0.13
C  -18.867  -16.229  -19.568  -0.49
N  -17.564  -15.969  -18.984  -0.07
O  -17.621  -15.304  -17.728  -0.13
C  -19.653  -14.951  -19.785  -0.05
C  -19.699  -17.051  -18.571  -0.02
C  -16.440  -13.951  -20.119  -0.03
H  -14.967  -15.102  -18.153  0.07
H  -14.354  -15.872  -19.664  0.09
H  -15.292  -16.783  -18.481  0.09
H  -15.724  -15.604  -21.745  0.12
H  -15.880  -17.171  -21.017  0.12
H  -17.564  -17.052  -22.704  0.11
H  -18.099  -15.410  -22.124  0.11
H  -18.288  -17.966  -20.577  0.13
H  -19.733  -17.153  -21.296  0.12
H  -20.007  -14.476  -18.865  0.04
H  -19.164  -14.100  -20.274  0.09
H  -20.551  -15.126  -20.390  0.10
H  -20.496  -17.601  -19.074  0.09
H  -19.057  -17.810  -18.108  0.09
H  -20.104  -16.492  -17.730  0.06
H  -16.980  -13.744  -21.039  0.09
H  -15.411  -13.590  -20.220  0.10
H  -16.761  -13.318  -19.286  0.03
H  -17.390  -16.044  -17.154  0.13
O  -18.836  -6.965  -15.433  -0.05
H  -18.835  -7.008  -14.470  0.04
H  -19.767  -6.909  -15.673  0.04
O  -15.064  -8.833  -16.489  -0.06
H  -15.494  -8.113  -16.015  0.03
H  -15.608  -9.607  -16.296  -0.01

Cartesian forces (eV/Å) of the 2 atoms listed first:
-0.1 -1.2 1.0
-0.3 1.5 -1.4


Entry 2:
A cluster of 8 separate species, C46H116N8O15 in total in a non-equilibrium geometry, computed with ωB97M-V with the def2-TZVPD basis set.

Properties
Maximum force = 4.2 eV/Å
Energy above the lowest of the compared OMol25 structures with the same formula, charge and spin = 728.3 kJ/mol
Net charge = 0
LUMO energy = 0.20 eV
SMILES = COC[C@H](C)N.COCCNCCOC.COCCNCCOC.COCCNCCOC.COCCNCCOC.COCCNCCOC.COCCNCCOC.COCCNCCOC
HOMO = -8.2442 eV
DFT total energy = -92197.477 eV

Last column: Löwdin charge in e.
Cartesian coordinates (Å):
C  -2.166  -0.729  0.058  -0.14
O  -2.135  -0.972  1.418  -0.19
C  -2.050  0.160  2.289  -0.17
C  -1.412  -0.220  3.674  -0.40
C  0.070  -0.611  3.590  -0.07
N  -2.167  -1.277  4.375  0.03
H  -2.133  -1.655  -0.516  0.09
H  -1.358  -0.182  -0.429  0.08
H  -3.076  -0.167  -0.150  0.09
H  -1.470  0.904  1.744  0.11
H  -3.035  0.588  2.476  0.12
H  -1.510  0.690  4.265  0.13
H  0.761  -0.309  4.377  0.07
H  0.457  -0.065  2.729  0.07
H  0.305  -1.674  3.550  0.07
H  -1.666  -1.430  5.239  0.06
H  -2.167  -2.155  3.877  0.07
C  3.379  10.069  8.541  -0.10
O  2.031  9.987  8.984  -0.21
C  1.453  8.714  9.206  -0.21
C  1.201  7.795  7.970  -0.20
N  0.455  6.665  8.477  -0.07
C  0.260  5.668  7.429  -0.23
C  -0.231  6.094  6.123  -0.20
O  0.868  6.558  5.234  -0.21
C  0.442  6.697  3.883  -0.13
H  3.424  11.041  8.051  0.09
H  3.612  9.315  7.789  0.08
H  4.029  10.013  9.414  0.09
H  0.534  8.844  9.777  0.12
H  2.125  8.209  9.899  0.11
H  2.153  7.500  7.529  0.12
H  0.613  8.330  7.224  0.12
H  -0.484  6.728  8.843  0.11
H  -0.274  4.804  7.823  0.12
H  1.260  5.276  7.240  0.12
H  -1.027  6.823  5.967  0.13
H  -0.645  5.237  5.592  0.11
H  0.348  7.756  3.644  0.08
H  -0.479  6.210  3.561  0.08
H  1.209  6.371  3.180  0.08
C  11.489  -4.625  5.125  -0.09
O  10.105  -4.282  5.310  -0.19
C  9.677  -4.287  6.646  -0.26
C  8.215  -4.160  6.943  -0.22
N  7.426  -5.354  6.672  -0.05
C  6.012  -5.071  6.634  -0.24
C  5.403  -4.205  5.572  -0.23
O  5.668  -4.860  4.333  -0.21
C  6.484  -4.174  3.350  -0.05
H  11.526  -4.754  4.043  0.09
H  11.760  -5.559  5.618  0.08
H  12.210  -3.881  5.462  0.08
H  10.216  -3.649  7.346  0.12
H  10.039  -5.270  6.946  0.12
H  7.802  -3.323  6.380  0.11
H  8.152  -3.800  7.970  0.12
H  7.803  -5.786  5.841  0.11
H  5.705  -4.668  7.599  0.12
H  5.698  -6.109  6.523  0.12
H  5.768  -3.187  5.706  0.11
H  4.337  -4.202  5.797  0.12
H  6.192  -3.145  3.559  0.08
H  6.167  -4.566  2.383  0.09
H  7.528  -4.308  3.632  0.07
C  -3.228  -11.137  1.680  -0.05
O  -3.602  -9.753  1.994  -0.21
C  -3.737  -9.527  3.375  -0.26
C  -2.472  -9.092  4.104  -0.16
N  -1.853  -7.894  3.416  -0.06
C  -0.495  -7.746  3.651  -0.26
C  0.358  -8.667  2.765  -0.15
O  0.183  -8.420  1.289  -0.20
C  0.890  -7.241  0.946  -0.14
H  -3.796  -11.912  2.194  0.08
H  -2.226  -11.091  2.106  0.07
H  -3.185  -11.268  0.599  0.09
H  -4.246  -10.375  3.834  0.11
H  -4.544  -8.795  3.407  0.12
H  -1.846  -9.981  4.031  0.10
H  -2.743  -8.875  5.137  0.12
H  -2.138  -7.746  2.459  0.11
H  -0.336  -7.902  4.718  0.12
H  -0.189  -6.716  3.468  0.11
H  0.233  -9.743  2.881  0.11
H  1.412  -8.410  2.878  0.10
H  1.142  -7.310  -0.113  0.08
H  1.794  -7.072  1.531  0.08
H  0.232  -6.375  1.017  0.08
C  0.916  0.953  -5.373  -0.13
O  -0.460  0.848  -5.601  -0.20
C  -0.825  1.098  -6.976  -0.20
C  -2.293  0.689  -7.341  -0.22
N  -2.597  1.405  -8.560  -0.07
C  -4.087  1.304  -8.757  -0.16
C  -4.565  1.938  -10.162  -0.22
O  -4.410  3.321  -10.084  -0.19
C  -5.284  4.201  -10.790  -0.10
H  0.981  0.171  -4.616  0.09
H  1.186  1.930  -4.972  0.08
H  1.522  0.631  -6.220  0.08
H  -0.170  0.675  -7.738  0.12
H  -0.756  2.184  -7.040  0.11
H  -2.990  0.910  -6.532  0.11
H  -2.224  -0.360  -7.627  0.12
H  -2.261  2.356  -8.597  0.10
H  -4.657  1.652  -7.895  0.10
H  -4.551  0.326  -8.881  0.10
H  -5.537  1.485  -10.360  0.11
H  -4.005  1.524  -11.000  0.11
H  -4.974  5.160  -10.375  0.08
H  -6.365  4.276  -10.675  0.08
H  -4.979  4.166  -11.836  0.08
C  -9.017  2.178  -6.417  -0.11
O  -7.764  2.812  -6.350  -0.19
C  -7.758  4.180  -6.026  -0.22
C  -6.355  4.648  -5.600  -0.21
N  -5.961  4.339  -4.235  -0.07
C  -4.516  4.416  -3.838  -0.19
C  -4.353  4.276  -2.389  -0.21
O  -3.057  4.754  -1.858  -0.22
C  -1.806  4.030  -2.104  -0.09
H  -9.415  2.032  -5.413  0.08
H  -8.863  1.158  -6.768  0.08
H  -9.675  2.550  -7.203  0.09
H  -8.335  4.368  -5.120  0.12
H  -8.106  4.870  -6.795  0.12
H  -6.236  5.714  -5.796  0.12
H  -5.628  4.095  -6.195  0.11
H  -6.449  3.525  -3.890  0.10
H  -4.061  5.365  -4.120  0.13
H  -3.982  3.582  -4.295  0.12
H  -4.328  3.264  -1.984  0.11
H  -5.126  4.680  -1.735  0.12
H  -1.070  4.122  -1.305  0.07
H  -1.320  4.477  -2.971  0.08
H  -1.874  2.943  -2.057  0.08
C  -8.567  0.929  -1.760  -0.07
O  -7.743  -0.102  -2.387  -0.21
C  -8.340  -1.326  -2.348  -0.27
C  -7.449  -2.064  -3.375  -0.18
N  -8.001  -3.433  -3.646  -0.04
C  -7.291  -4.091  -4.779  -0.18
C  -5.893  -4.687  -4.383  -0.25
O  -5.761  -5.393  -3.169  -0.20
C  -4.531  -6.156  -3.055  -0.07
H  -8.163  1.941  -1.750  0.07
H  -8.926  0.830  -0.735  0.09
H  -9.268  1.079  -2.581  0.08
H  -9.358  -1.339  -2.737  0.12
H  -8.287  -1.683  -1.320  0.13
H  -6.417  -2.013  -3.029  0.11
H  -7.335  -1.364  -4.203  0.12
H  -8.037  -4.059  -2.855  0.10
H  -7.046  -3.358  -5.547  0.11
H  -7.853  -4.842  -5.334  0.10
H  -5.220  -3.832  -4.448  0.11
H  -5.579  -5.307  -5.223  0.11
H  -4.288  -6.487  -4.064  0.07
H  -4.657  -7.048  -2.441  0.09
H  -3.735  -5.460  -2.792  0.09
C  12.527  2.429  -2.134  -0.08
O  11.212  2.984  -1.816  -0.20
C  10.683  3.836  -2.832  -0.22
C  9.472  4.648  -2.249  -0.18
N  8.277  3.828  -2.044  -0.07
C  7.055  4.410  -1.499  -0.25
C  6.156  3.481  -0.894  -0.24
O  6.677  3.202  0.420  -0.17
C  5.852  2.557  1.348  -0.12
H  12.936  3.027  -2.949  0.08
H  12.571  1.414  -2.528  0.07
H  13.126  2.280  -1.235  0.08
H  10.499  3.331  -3.780  0.12
H  11.426  4.600  -3.061  0.11
H  9.091  5.326  -3.013  0.11
H  9.798  5.107  -1.316  0.12
H  8.526  2.912  -1.697  0.11
H  6.501  4.781  -2.361  0.12
H  7.241  5.236  -0.813  0.13
H  6.145  2.597  -1.531  0.13
H  5.132  3.852  -0.949  0.13
H  4.790  2.679  1.133  0.08
H  6.028  2.696  2.415  0.09
H  5.972  1.499  1.114  0.08

Cartesian forces (eV/Å) of the 2 atoms listed first:
-0.7 0.4 -1.0
0.8 -0.6 1.4


Q: What is the net charge in the second record?
A: 0


Q: The lowest LUMO energy belongs to which entry?
A: C46H116N8O15


Q: Which of these has the highest DFT total energy?
A: C45H99N5O7